(1)
This record from the OMol25 dataset describes a 4-piece molecular cluster, C19H42F2NO13S overall at a distorted geometry. The level of theory is ωB97M-V/def2-TZVPD.

highest occupied orbital energy: -5.45 eV
E_LUMO: 2.084 eV
net charge: -1
Kohn-Sham gap: 7.53 eV
DFT total energy: -2379.75991 Ha
spin multiplicity: 1

Geometry (Å):
1 H -4.2226 4.9665 -5.3148
2 H 1.7194 -6.5511 -3.1384
3 C 0.2784 -1.9455 -5.0996
4 H 3.2099 2.3866 0.9725
5 H 0.9464 -6.6056 -1.5381
6 H -2.3018 5.4774 0.0911
7 C -0.0538 -4.1904 -1.7361
8 O 2.1287 -0.2347 3.9354
9 O 1.7571 -6.2351 4.4070
10 H -0.6213 1.2122 -0.5283
11 N 0.2241 -4.5520 4.2334
12 H 4.0705 -0.5028 4.3100
13 O 0.4446 -5.0170 -2.7772
14 F 0.3894 -3.2011 3.9048
15 O -3.2993 4.2605 -3.5978
16 H 1.7963 3.4757 0.8327
17 H -2.2264 -1.9938 -5.9030
18 H -5.2756 4.3569 -4.0176
19 S -1.3280 -5.0274 3.9130
20 H -1.3381 -3.1549 -3.1416
21 H 2.2573 -5.4385 -1.8622
22 H 0.7537 -3.9180 -1.0480
23 H 3.2309 3.9819 1.7528
24 C 3.3444 0.3056 4.4165
25 C -4.3692 4.9207 -4.2284
26 O 2.0820 2.6069 2.6944
27 C -2.0240 3.3842 -0.0463
28 H -1.1394 -2.3895 -7.2698
29 C 1.3890 -5.9485 -2.2937
30 H 1.7614 3.1192 7.4302
31 O -1.1774 5.1474 -1.5329
32 O -2.3111 2.3344 -0.9497
33 C -1.5517 -2.7519 -6.3192
34 C 1.2314 1.4948 2.4610
35 H 1.8391 -1.4145 -3.7767
36 H -0.3437 -1.0467 -5.0026
37 H 3.0688 2.1038 8.0820
38 H -2.1968 6.0046 -3.7623
39 F -1.7429 -4.1890 2.6675
40 O -0.5286 -3.0680 -5.4083
41 C 1.0423 -2.1615 -3.8124
42 H -1.0298 3.4072 -2.6645
43 H -1.9781 0.3561 -1.2800
44 H -3.1997 4.7465 -1.2383
45 H -2.6917 3.2883 0.8222
46 O -1.3502 -6.3921 3.5420
47 H -2.0804 0.8086 0.4343
48 C 2.6001 3.1323 1.4970
49 O 1.6001 -5.2002 2.4232
50 H 0.2477 1.8767 2.1485
51 H 1.5128 -3.1463 -3.7925
52 C 1.3215 -5.4341 3.5986
53 H 3.6848 1.1386 3.7965
54 H -2.1216 -3.6603 -6.5045
55 O 0.2769 -1.9333 -2.6423
56 H 1.6409 0.8623 1.6642
57 H -4.4890 5.9373 -3.8342
58 H 0.9937 -1.7989 -5.9226
59 O -2.1601 -4.6221 4.9898
60 C -1.0407 4.4923 -2.7840
61 H -1.2886 -2.4883 -1.5132
62 H -0.8167 -4.7543 -1.1835
63 H -0.9833 3.3187 0.2956
64 H 1.4899 1.3793 7.6515
65 H 4.3340 0.7669 6.2584
66 C -2.0629 4.9167 -3.8132
67 C 3.3053 0.6918 5.8767
68 C 1.0561 0.6587 3.7052
69 H -1.6978 4.6475 -4.8150
70 H 0.8489 1.2759 4.5823
71 C -2.2497 4.7271 -0.7006
72 H 0.1885 0.0156 3.5432
73 O 2.6726 1.9505 6.0527
74 H 2.7715 -0.0834 6.4382
75 C 2.2307 2.1385 7.3743
76 C -0.6781 -2.9351 -2.3004
77 H -0.0584 4.7943 -3.1539
78 C -1.7129 1.1183 -0.5510

Forces on atoms 1 to 3 (eV/Å):
0.0 0.1 0.0
0.0 0.0 0.0
0.1 -0.2 -0.1

(2)
This record from the OMol25 dataset describes C19H42NO2P3RhS as an isolated structure at a distorted geometry. The level of theory is ωB97M-V/def2-TZVPD.

highest occupied orbital energy (alpha / beta): -15.77 / -17.23 eV
E_LUMO (alpha / beta): -8.394 / -11.576 eV
net charge: +3
Kohn-Sham gap (alpha / beta): 7.38 / 5.65 eV
expectation value of S²: 6.0283
DFT total energy: -2486.10863 Ha
spin multiplicity: 5

Geometry (Å):
1 H -2.3918 -4.2107 1.3129
2 H 1.3518 1.4607 5.5215
3 C 2.0045 1.8396 0.7793
4 O 0.1315 0.7479 3.2280
5 H -1.9748 -2.5263 3.7790
6 H -3.6410 -1.8690 3.3292
7 H -3.7675 1.5101 -1.4504
8 H -2.7615 2.7194 -2.3289
9 H 1.9323 -2.2263 -0.7566
10 C 1.3239 -2.1952 0.1384
11 C 1.3648 -2.0462 -6.2358
12 C 0.6272 -0.9633 -6.7350
13 C 1.4429 -2.2287 -4.8421
14 C -3.5994 -1.6561 0.4628
15 H 3.7825 0.9801 -1.7161
16 Rh -0.5426 0.9466 -1.5363
17 S -0.5235 1.1864 -3.6230
18 H -2.2058 -0.7629 3.5602
19 H -3.7919 3.2670 -0.9291
20 H -0.6548 0.7041 -6.2665
21 P -1.7849 2.1267 -0.2613
22 H 3.2811 -0.3203 -0.5806
23 H -3.2268 -1.4548 -0.5523
24 H 2.5901 1.0317 4.3110
25 C -0.8964 3.6660 0.0970
26 C 0.0048 -0.0654 -5.8647
27 H 3.1559 -0.6212 5.7471
28 N 2.1745 -0.4507 5.7866
29 C 2.9790 0.2839 -1.4500
30 H -0.2445 3.9445 -0.7387
31 H -4.1772 -0.7845 0.7912
32 C 1.7912 -1.9429 1.3518
33 H -4.2002 -2.5689 0.4830
34 H -1.6586 4.4346 0.2712
35 C 1.8189 2.8210 -1.9991
36 H -3.0361 0.6796 1.2367
37 H 2.9464 1.3677 1.0579
38 H 0.9419 3.2009 -2.5367
39 C -1.5176 -3.5670 1.1933
40 H 2.5139 2.4631 -2.7654
41 H -0.2940 3.4578 0.9932
42 P 1.5375 1.3273 -0.9378
43 H 2.7832 -1.4947 1.4647
44 C 0.1879 -0.1781 -4.4457
45 H -0.6955 -3.7617 1.8828
46 H 1.2689 1.5719 1.5478
47 P -2.1091 -1.8757 1.4722
48 O 0.4511 -1.2294 4.2956
49 C -2.5435 -1.7492 3.2332
50 C 1.7526 0.6605 4.9229
51 H 2.0057 -3.1014 -4.4558
52 C -3.1982 2.4508 -1.3564
53 H 1.8318 -2.7826 -6.9106
54 H -1.1287 -3.6223 0.1673
55 H 1.9940 -0.2212 6.7540
56 H -1.5978 1.4163 2.0342
57 H 1.6094 -1.2799 5.4335
58 H 0.5046 -0.8143 -7.8124
59 H 1.0947 -1.8533 2.2095
60 H 0.7326 -1.5897 -2.8565
61 C 0.8036 -1.3439 -3.9417
62 H -3.1025 2.4037 1.7463
63 H -1.1077 -0.9919 0.8650
64 H 0.2240 -2.0896 -0.0673
65 C -2.4489 1.6007 1.3533
66 H 2.2422 3.5882 -1.3510
67 H 2.8402 -0.3610 -2.3313
68 H 2.1230 2.9224 0.7404
69 C 0.6769 0.0189 4.0814

Forces on atoms 1 to 3 (eV/Å):
0.3 -0.2 0.2
-0.1 0.3 0.1
-0.4 -0.1 -0.3

(3)
This record from the OMol25 dataset describes C19H43DyOP3S as an isolated structure at a distorted geometry. The level of theory is ωB97M-V/def2-TZVPD.

highest occupied orbital energy (alpha / beta): -14.21 / -14.21 eV
E_LUMO (alpha / beta): -11.309 / -11.135 eV
net charge: +3
Kohn-Sham gap (alpha / beta): 2.90 / 3.08 eV
expectation value of S²: 9.3232
DFT total energy: -3131.30943 Ha
spin multiplicity: 6

Geometry (Å):
1 H -4.4204 -3.5564 1.4797
2 P 0.8227 -1.3187 -0.7958
3 H 0.1262 -0.1067 -2.7997
4 H -1.4140 2.4537 3.0150
5 C 3.8899 3.5677 -4.5279
6 H -3.2438 3.3515 4.4808
7 H -1.2657 2.5521 0.1022
8 C 1.9592 0.7805 3.1453
9 H 2.7695 6.0101 -6.6516
10 C -3.2831 2.3085 4.1515
11 H 0.5022 -3.7228 -0.9482
12 H 4.6959 5.4628 -5.1813
13 C -2.7543 -3.3718 -0.7904
14 C 0.0770 -0.7816 4.5683
15 H -2.8881 2.7627 2.0638
16 C 2.7946 2.6852 -4.5991
17 H -3.2471 1.0280 -0.5477
18 H 1.2388 -1.4739 -3.1530
19 H -2.2725 0.3086 -1.8997
20 C 2.4074 -0.4230 -0.6318
21 C 1.7252 4.1654 -6.2024
22 H 4.7325 3.3269 -3.8861
23 C -2.4614 2.1862 2.8839
24 H 2.1637 -3.1961 -1.4282
25 H 1.3594 1.6769 3.3594
26 H 2.2536 0.6518 -0.7987
27 H -1.8778 -3.5775 -1.4130
28 C 1.9933 -2.0644 2.9244
29 H -3.3943 -2.6689 -1.3327
30 H 2.5436 -2.0288 3.8727
31 H -0.5174 -4.3391 1.1575
32 H -4.3436 2.0803 3.9857
33 S 2.6493 1.2376 -3.6390
34 H 0.8845 4.3917 -6.8540
35 H -2.1432 -5.0027 1.4817
36 P -2.2488 -2.6437 0.8106
37 H 2.6902 -2.0083 2.0797
38 H -1.3467 -3.9413 2.6756
39 H 2.5386 0.9553 2.2293
40 H 3.1008 -0.8115 -1.3893
41 H -0.5976 -1.6479 4.5978
42 H 2.6301 0.5675 3.9893
43 C -1.1970 1.7849 -0.6865
44 C 3.8700 4.7596 -5.2563
45 H 3.5121 1.5129 -2.5950
46 H 0.9093 2.2670 -5.5642
47 H -3.3094 -4.3063 -0.6384
48 H 1.7048 -3.2935 0.3152
49 C -1.4941 -4.1228 1.6039
50 H -3.7084 -2.5520 2.7819
51 C 1.3476 -3.0635 -0.6996
52 C 0.3723 -1.1506 -2.5592
53 H 0.8779 -0.9063 5.3103
54 H 1.4257 -3.0008 2.8555
55 Dy -1.0163 -0.0986 0.8637
56 H -3.1453 0.2877 2.8278
57 P 0.8419 -0.6547 2.9094
58 C -3.8650 -2.6304 1.6962
59 H -0.5015 0.1265 4.7916
60 H -4.4634 -1.7698 1.3646
61 H 2.8311 -0.5634 0.3723
62 O -2.4111 0.7572 2.3940
63 H -2.8922 1.6951 4.9731
64 H -0.5023 -1.7796 -2.7789
65 C -2.2555 0.9557 -1.0149
66 H -0.2825 1.8726 -1.2816
67 C 1.7343 2.9749 -5.4805
68 C 2.7886 5.0724 -6.0893

Forces on atoms 1 to 3 (eV/Å):
0.2 0.3 0.1
0.8 -0.5 -0.8
0.2 -0.3 -0.1